[1]
Density functional theory data (the ωB97M-V functional and the def2-TZVPD basis) for the molecule C2H2INO at a distorted geometry.

The geometry in XYZ format:
```
7
Properties=species:S:1:pos:R:3:forces:R:3
N 1.9161 -0.7085 -1.3091 -1.2 1.2 0.7
C 1.0362 -0.1554 -0.7895 0.6 -1.0 -0.1
C -0.1856 0.2340 -0.0317 2.4 -0.7 1.1
O -0.8360 -0.8974 0.2625 3.4 -1.8 -1.3
I 0.4518 1.4162 1.7615 0.0 -0.3 -0.3
H -0.7113 0.9758 -0.4903 -1.6 1.8 -1.5
H -1.6711 -0.8648 0.5967 -3.6 0.9 1.5
```
Positions in Å, forces in eV/Å.

Results
SMILES   N#C[C@@H](O)I
HOMO-LUMO gap   9.702 eV
LUMO energy   -0.0139 Ha

---

[2]
Density functional theory data (the ωB97M-V functional and the def2-TZVPD basis) for C2H2LiO2Zn as an isolated structure at a distorted geometry.

The geometry in XYZ format:
```
8
Properties=species:S:1:pos:R:3:forces:R:3
O 1.2978 -1.0936 0.8705 -0.4 -1.2 0.9
C 0.0881 -1.0648 1.0012 0.2 1.7 -0.7
C -0.8658 -0.2063 0.4428 0.0 -1.5 1.4
O 0.5001 0.8969 -0.7866 -1.3 1.1 -1.6
Li -0.2604 1.2398 -2.2966 0.4 -0.1 0.7
Zn 2.1706 0.4068 -0.3650 0.5 -0.1 0.0
H -1.2190 0.5878 1.1144 0.4 -0.2 -0.2
H -1.7114 -0.7667 0.0193 0.3 0.4 -0.5
```
Positions in Å, forces in eV/Å.

Results
2S+1   2
HOMO-LUMO gap (alpha / beta)   5.624 / 5.989 eV
LUMO energy (alpha / beta)   -0.0307 / -0.0364 Ha

---

[3]
Density functional theory data (the ωB97M-V functional and the def2-TZVPD basis) for C2H2MgO2 as an isolated structure at a distorted geometry.

The geometry in XYZ format:
```
7
Properties=species:S:1:pos:R:3:forces:R:3
C -1.2327 1.8512 -0.0538 0.2 2.6 0.7
C -1.2727 3.0432 0.1328 -0.3 -1.2 -0.6
O 2.7263 0.4517 0.0907 -1.0 -0.6 -0.1
Mg 0.9817 -0.2868 -0.0855 0.9 1.1 0.1
H -1.4311 4.1066 0.1622 0.1 -0.3 0.0
O -0.9047 0.5683 -0.0527 0.3 -1.8 -0.1
H -1.6735 -0.0065 0.1077 -0.2 0.3 -0.1
```
Positions in Å, forces in eV/Å.

Results
2S+1   2
Charge   +1
HOMO-LUMO gap (alpha / beta)   8.415 / 8.191 eV
LUMO energy (alpha / beta)   -0.2428 / -0.2362 Ha

---

[4]
Density functional theory data (the ωB97M-V functional and the def2-TZVPD basis) for the molecule C2H2N2O.

The geometry in XYZ format:
```
7
Properties=species:S:1:pos:R:3:forces:R:3
O -0.3359 -0.9869 -1.0864 -0.4 0.0 0.2
C -1.3074 0.0600 0.6856 0.5 0.4 0.2
N -0.2843 0.6233 0.9173 -0.5 -0.3 -0.1
C 0.8978 0.4361 0.1267 0.0 -0.3 -0.4
N 0.7513 -0.3906 -0.8448 0.2 0.4 0.4
H -1.5320 -0.6995 -0.1527 0.3 -0.1 -0.3
H 1.8105 0.9575 0.3543 -0.1 -0.1 0.0
```
Positions in Å, forces in eV/Å.

Results
HOMO-LUMO gap   9.144 eV
LUMO energy   -0.0253 Ha

---

[5]
Density functional theory data (the ωB97M-V functional and the def2-TZVPD basis) for the molecule C2H2N2O2 at a distorted geometry.

The geometry in XYZ format:
```
8
Properties=species:S:1:pos:R:3:forces:R:3
O 2.3623 -0.3249 0.0842 -5.9 -3.1 -1.5
C 1.0880 -0.5490 -0.0957 1.9 6.6 2.5
N 0.2451 0.6859 -0.0827 -3.3 -5.8 -0.2
C -1.1243 0.2703 0.1326 1.4 1.1 -3.0
N -1.2107 -1.0097 0.0222 0.5 0.7 0.7
O 0.1226 -1.4737 -0.0082 2.0 -2.2 -0.4
H 0.5942 1.5394 0.0933 1.5 3.4 0.7
H -2.0772 0.8617 -0.1459 1.9 -0.7 1.2
```
Positions in Å, forces in eV/Å.

Results
SMILES   O=c1[nH]cno1
HOMO-LUMO gap   10.826 eV
LUMO energy   0.0210 Ha

---

[6]
Density functional theory data (the ωB97M-V functional and the def2-TZVPD basis) for the molecule C2H2N2O2 at a distorted geometry.

The geometry in XYZ format:
```
8
Properties=species:S:1:pos:R:3:forces:R:3
O -1.9620 -0.1621 -0.0682 -3.4 4.9 0.1
C -0.6988 0.0423 0.0917 3.1 -0.6 -0.3
C 0.1372 1.0840 0.1605 1.8 3.5 -2.9
O 1.4774 0.5690 -0.0929 -3.1 0.3 1.8
N 1.3041 -0.8106 -0.0002 -1.1 0.6 -0.9
N 0.0629 -1.0591 0.0173 2.2 -2.1 0.7
H -2.2492 0.8705 -0.1144 -0.3 -3.7 0.0
H -0.0724 2.2047 -0.2294 0.8 -2.8 1.5
```
Positions in Å, forces in eV/Å.

Results
SMILES   Oc1conn1
HOMO-LUMO gap   10.142 eV
LUMO energy   0.0076 Ha

---

[7]
Density functional theory data (the ωB97M-V functional and the def2-TZVPD basis) for the molecule C2H2N2O2 at a distorted geometry.

The geometry in XYZ format:
```
8
Properties=species:S:1:pos:R:3:forces:R:3
O -2.1307 1.0304 -0.3313 2.2 -0.4 0.4
C -1.0568 0.5958 -0.0156 0.4 -2.8 0.9
N -0.1143 -0.3535 -0.6749 -0.1 1.4 0.2
C 0.9638 -0.4757 0.1649 0.1 0.6 0.4
N 0.7866 0.0235 1.3329 0.0 -0.3 -0.3
O -0.5111 0.5252 1.3324 -1.1 1.1 -1.9
H 0.1078 -0.5636 -1.6516 -1.1 0.7 0.4
H 1.9547 -0.7821 -0.1569 -0.4 -0.4 0.1
```
Positions in Å, forces in eV/Å.

Results
SMILES   O=c1[nH]cno1
HOMO-LUMO gap   10.532 eV
LUMO energy   0.0176 Ha

---

[8]
Density functional theory data (the ωB97M-V functional and the def2-TZVPD basis) for C2H2N2O2 as an isolated structure at a distorted geometry.

The geometry in XYZ format:
```
8
Properties=species:S:1:pos:R:3:forces:R:3
O -0.5747 -0.1162 2.4355 0.8 0.0 -1.3
C 0.0438 -0.1330 1.4303 -1.4 -0.2 -1.7
N -0.7680 -0.3200 -0.2342 0.7 0.1 0.7
C 0.2830 -0.2476 -1.0276 0.6 0.1 0.3
N 1.4850 -0.1019 -0.5644 -0.3 0.0 1.4
O 1.2539 -0.0541 1.0217 -0.5 -0.1 -1.0
H -1.6630 -0.4340 -0.7323 0.4 0.1 1.2
H 0.2927 -0.2924 -2.1242 -0.3 0.0 0.4
```
Positions in Å, forces in eV/Å.

Results
HOMO-LUMO gap   10.481 eV
LUMO energy   0.0202 Ha

---

Energy relative to the best compared isomer or geometry (same formula, charge and spin), record by record: 38.0, 157.1, 235.8, 441.3, 283.6, 377.5, 173.4, 279.1 kJ/mol